Molecular formula: C84H204N20O12
Method: DFT, the ωB97M-V functional and the def2-TZVPD basis

The charge is 0. The electronic energy comes out at -144790.2773 eV. As for the highest occupied orbital energy: -7.8 eV. The LUMO energy is -0.0087 hartree.

Each line ends with the Löwdin charge.
Element x y z (Å)
1 C 1.2170 2.4040 -1.7682  -0.06
2 C 2.6661 1.9177 -2.0084  -0.24
3 N 3.6435 2.9916 -1.6957  -0.17
4 C 4.9246 2.7353 -2.3752  -0.23
5 C 4.7738 2.8662 -3.9132  -0.09
6 C 3.7997 3.0200 -0.2308  -0.24
7 C 4.6696 4.1184 0.4468  -0.07
8 H 1.0749 3.3246 -2.3342  0.06
9 H 0.9862 2.5547 -0.7136  0.06
10 H 0.5997 1.6296 -2.2237  0.06
11 H 2.8631 1.0268 -1.4121  0.09
12 H 2.8617 1.4830 -2.9887  0.10
13 H 5.6449 3.4852 -2.0483  0.10
14 H 5.2873 1.7604 -2.0495  0.10
15 H 4.2989 2.0408 -4.4435  0.04
16 H 4.1977 3.7332 -4.2366  0.07
17 H 5.7437 2.9008 -4.4094  0.07
18 H 4.1960 2.0660 0.1170  0.09
19 H 2.8019 3.1433 0.1903  0.09
20 H 4.6622 4.0080 1.5312  0.06
21 H 4.2227 5.1032 0.3102  0.07
22 H 5.6965 4.1131 0.0814  0.05
23 C -3.6074 2.1029 -7.1674  -0.09
24 C -2.8695 3.0309 -6.2745  -0.26
25 N -3.7434 3.8905 -5.4228  -0.15
26 C -3.0537 5.1461 -5.0300  -0.28
27 C -3.2461 6.1911 -6.1015  -0.08
28 C -4.0230 3.2009 -4.1445  -0.26
29 C -5.2038 3.8507 -3.4560  -0.08
30 H -4.1802 2.6166 -7.9395  0.08
31 H -4.3596 1.4909 -6.6697  0.06
32 H -2.9623 1.3817 -7.6692  0.08
33 H -2.2363 2.4852 -5.5750  0.10
34 H -2.1557 3.5382 -6.9234  0.11
35 H -3.4170 5.5832 -4.0999  0.10
36 H -2.0296 4.8551 -4.7962  0.09
37 H -4.3219 6.2910 -6.2458  0.08
38 H -2.7710 7.1377 -5.8437  0.07
39 H -2.8166 5.8394 -7.0395  0.06
40 H -3.1332 3.2425 -3.5163  0.09
41 H -4.2213 2.1562 -4.3841  0.10
42 H -5.4556 4.8725 -3.7397  0.07
43 H -5.1778 3.6204 -2.3910  0.06
44 H -6.0954 3.3500 -3.8334  0.07
45 C 0.6574 3.6980 3.1940  -0.06
46 C 1.5500 3.7370 4.4656  -0.23
47 N 1.8866 2.4128 4.9350  -0.21
48 C 0.7242 1.5317 5.1119  -0.24
49 C -0.2550 2.1020 6.1643  -0.06
50 C 2.7594 2.4300 6.0515  -0.25
51 C 4.1846 2.9530 5.5878  -0.06
52 H 0.6255 4.7012 2.7688  0.05
53 H -0.3773 3.4028 3.3681  0.04
54 H 1.0289 3.0342 2.4134  0.07
55 H 2.4592 4.2036 4.0865  0.10
56 H 1.2239 4.4328 5.2386  0.12
57 H 0.2148 1.3004 4.1764  0.10
58 H 1.0361 0.5521 5.4740  0.07
59 H -1.0696 1.4462 6.4714  0.05
60 H 0.2851 2.3526 7.0773  0.07
61 H -0.7346 3.0102 5.7992  0.06
62 H 2.9000 1.3781 6.3000  0.11
63 H 2.3513 2.9559 6.9146  0.10
64 H 5.0179 2.6667 6.2294  0.07
65 H 4.2044 4.0294 5.4170  0.06
66 H 4.3859 2.4845 4.6244  0.06
67 C 0.3838 -7.4882 1.1354  -0.06
68 C 0.8899 -6.0155 1.2482  -0.24
69 N 0.9888 -5.5480 2.6450  -0.18
70 C 1.1085 -4.0762 2.7040  -0.20
71 C -0.1343 -3.3431 2.0677  -0.05
72 C 2.1279 -6.2193 3.2891  -0.25
73 C 2.3467 -5.9115 4.7517  -0.08
74 H 1.0798 -8.2886 1.3865  0.06
75 H 0.0655 -7.6659 0.1082  0.05
76 H -0.5177 -7.6500 1.7265  0.06
77 H 1.8164 -5.9207 0.6819  0.10
78 H 0.1939 -5.3739 0.7079  0.07
79 H 2.0311 -3.8255 2.1806  0.10
80 H 1.2469 -3.6354 3.6912  0.09
81 H -0.3833 -2.4612 2.6579  0.04
82 H -1.0101 -3.9912 2.0985  0.05
83 H 0.0253 -3.0330 1.0350  0.05
84 H 1.9482 -7.2901 3.3841  0.11
85 H 2.9553 -6.1038 2.5890  0.12
86 H 3.1806 -6.5332 5.0775  0.08
87 H 2.5214 -4.8529 4.9441  0.05
88 H 1.4835 -6.1431 5.3757  0.05
89 C -1.2930 -5.2576 -1.7486  -0.07
90 C -2.8174 -5.4152 -1.7409  -0.24
91 N -3.5698 -4.1954 -2.0456  -0.17
92 C -3.3990 -3.1270 -1.0452  -0.24
93 C -3.8439 -3.4717 0.3765  -0.07
94 C -5.0369 -4.5004 -2.0703  -0.26
95 C -5.4743 -5.3698 -3.2137  -0.08
96 H -0.9238 -6.2617 -1.5396  0.07
97 H -0.8923 -4.6212 -0.9596  0.05
98 H -0.9449 -4.9062 -2.7199  0.05
99 H -2.9995 -6.1849 -2.4910  0.10
100 H -3.1347 -5.8965 -0.8159  0.11
101 H -2.3784 -2.7460 -1.0808  0.10
102 H -3.9343 -2.2458 -1.3986  0.09
103 H -3.6113 -2.5707 0.9440  0.07
104 H -4.8939 -3.7048 0.5532  0.07
105 H -3.1760 -4.2450 0.7561  0.05
106 H -5.6273 -3.5842 -2.0783  0.11
107 H -5.3457 -5.0100 -1.1576  0.11
108 H -5.1651 -4.9682 -4.1787  0.07
109 H -6.5600 -5.4366 -3.1435  0.08
110 H -5.0818 -6.3835 -3.1332  0.07
111 C 5.3816 -5.0689 -4.6671  -0.08
112 C 3.9549 -4.6217 -4.2088  -0.23
113 N 4.0687 -3.5096 -3.2318  -0.16
114 C 4.5878 -2.3106 -3.8955  -0.24
115 C 5.0465 -1.3449 -2.8201  -0.09
116 C 2.7372 -3.2692 -2.6049  -0.25
117 C 2.3832 -4.3449 -1.6138  -0.08
118 H 6.0178 -5.3097 -3.8154  0.08
119 H 5.8624 -4.3748 -5.3565  0.06
120 H 5.2854 -5.9042 -5.3608  0.06
121 H 3.4108 -4.2792 -5.0890  0.11
122 H 3.5571 -5.5558 -3.8122  0.08
123 H 5.4968 -2.4925 -4.4687  0.11
124 H 3.8095 -1.8670 -4.5165  0.08
125 H 5.5129 -0.4077 -3.1237  0.06
126 H 4.2506 -0.9544 -2.1859  0.05
127 H 5.8245 -1.7999 -2.2071  0.07
128 H 1.9920 -3.2217 -3.3989  0.10
129 H 2.7517 -2.3494 -2.0201  0.08
130 H 2.2331 -5.3056 -2.1064  0.07
131 H 1.4397 -4.1246 -1.1144  0.05
132 H 3.1195 -4.4635 -0.8189  0.06
133 C 7.7579 3.6692 4.1944  -0.08
134 C 7.1901 3.1112 2.8322  -0.22
135 N 8.1653 2.1099 2.3260  -0.18
136 C 7.6381 1.5343 1.0712  -0.23
137 C 6.4307 0.5612 1.2720  -0.07
138 C 9.4576 2.6728 2.0057  -0.27
139 C 10.5356 1.5659 1.7138  -0.07
140 H 8.0584 2.8190 4.8068  0.08
141 H 6.9392 4.1376 4.7407  0.05
142 H 8.4973 4.4640 4.0963  0.06
143 H 6.2942 2.5536 3.1054  0.09
144 H 6.9257 3.8806 2.1068  0.09
145 H 7.2761 2.3289 0.4187  0.09
146 H 8.3454 0.9609 0.4721  0.10
147 H 6.0683 0.1396 0.3345  0.06
148 H 6.6750 -0.3574 1.8054  0.07
149 H 5.5812 1.0862 1.7089  0.05
150 H 9.8144 3.3042 2.8194  0.10
151 H 9.3182 3.3455 1.1594  0.11
152 H 10.5075 0.7963 2.4852  0.07
153 H 11.4888 2.0925 1.7594  0.06
154 H 10.4030 1.0884 0.7429  0.05
155 C 0.7771 8.0194 0.9342  -0.10
156 C -0.6072 8.5435 0.9381  -0.29
157 N -1.2508 8.2319 2.2240  -0.18
158 C -1.7119 6.8094 2.3483  -0.22
159 C -2.3163 6.4290 3.6967  -0.09
160 C -2.2541 9.2906 2.5193  -0.24
161 C -1.5976 10.6724 2.8106  -0.09
162 H 0.8026 6.9373 1.0627  0.06
163 H 1.3191 8.5230 1.7347  0.08
164 H 1.2217 8.1746 -0.0488  0.08
165 H -0.6154 9.5612 0.5479  0.11
166 H -1.2216 7.9611 0.2515  0.11
167 H -0.8566 6.1583 2.1676  0.08
168 H -2.4931 6.6392 1.6074  0.10
169 H -2.5188 5.3590 3.7435  0.04
170 H -3.2287 6.9053 4.0558  0.07
171 H -1.5910 6.5614 4.4995  0.08
172 H -2.9977 9.4220 1.7332  0.11
173 H -2.7595 9.0068 3.4424  0.09
174 H -2.3037 11.3757 3.2521  0.06
175 H -0.7089 10.5743 3.4340  0.07
176 H -1.2781 11.1820 1.9016  0.05
177 C -6.5102 0.2585 3.1369  0.01
178 C -5.1698 -0.3423 3.1601  -0.56
179 O -4.5081 -0.4321 2.1196  0.00
180 N -4.8029 -0.9320 4.2944  0.02
181 C -3.5463 -1.5702 4.5641  -0.05
182 H -6.5982 0.9373 2.2887  0.08
183 H -6.8112 0.7053 4.0845  0.07
184 H -7.1923 -0.5791 2.9902  0.10
185 H -5.5371 -0.9419 4.9879  0.14
186 H -3.6238 -2.6359 4.7798  0.08
187 H -3.1584 -1.1455 5.4900  0.05
188 H -2.8515 -1.4814 3.7290  0.08
189 C -7.0174 4.0802 5.2447  0.00
190 C -5.5856 3.6795 5.2236  -0.54
191 O -4.7309 4.4227 4.6545  -0.01
192 N -5.2919 2.5207 5.7921  0.03
193 C -3.9212 2.0213 6.0358  -0.04
194 H -7.5460 3.5476 6.0353  0.08
195 H -7.4860 3.7375 4.3221  0.09
196 H -7.1696 5.1562 5.3300  0.09
197 H -6.0388 1.9397 6.1452  0.13
198 H -3.1939 2.6965 5.5851  0.08
199 H -3.8028 0.9730 5.7617  0.05
200 H -3.7372 1.8639 7.0986  0.08
201 C -3.4762 -5.6001 3.0376  -0.01
202 C -3.6816 -6.2169 4.4353  -0.60
203 O -4.7188 -6.7462 4.6637  0.05
204 N -2.6982 -6.2711 5.3397  0.04
205 C -1.3772 -5.6034 5.1914  -0.04
206 H -2.6415 -6.0764 2.5232  0.07
207 H -3.4050 -4.5216 3.1783  0.06
208 H -4.3465 -5.9022 2.4550  0.08
209 H -2.8969 -6.7786 6.1900  0.14
210 H -1.2318 -4.7402 5.8408  0.07
211 H -1.2455 -5.1863 4.1930  0.05
212 H -0.5699 -6.3258 5.3124  0.07
213 C -1.0762 -2.1168 7.5460  0.01
214 C -0.0739 -1.9758 6.3626  -0.56
215 O -0.4631 -1.7279 5.2457  0.02
216 N 1.2169 -2.2671 6.5566  0.02
217 C 1.9318 -2.8203 7.6864  -0.06
218 H -0.9439 -3.1376 7.9045  0.07
219 H -2.1151 -1.8344 7.3758  0.07
220 H -0.7118 -1.5809 8.4224  0.08
221 H 1.7002 -2.0128 5.7069  0.12
222 H 2.7871 -3.3371 7.2511  0.09
223 H 1.2598 -3.4976 8.2136  0.08
224 H 2.3669 -2.1182 8.3976  0.08
225 C 0.6690 2.9251 -5.1898  0.00
226 C 0.7715 3.4993 -6.6005  -0.51
227 O 0.9941 2.7999 -7.5965  0.02
228 N 0.6137 4.8572 -6.6205  0.00
229 C 0.6934 5.6318 -7.8211  -0.08
230 H 0.0507 3.5813 -4.5772  0.06
231 H 1.6625 2.8899 -4.7429  0.07
232 H 0.2779 1.9109 -5.1095  0.08
233 H 0.6891 5.3571 -5.7461  0.14
234 H 1.2118 6.5702 -7.6240  0.09
235 H -0.3017 5.8351 -8.2167  0.07
236 H 1.1212 5.1162 -8.6809  0.09
237 C -8.8764 -0.8202 0.1490  -0.01
238 C -7.7613 -1.8316 0.1468  -0.57
239 O -8.0917 -2.9906 0.3800  0.02
240 N -6.5060 -1.4700 -0.1244  0.04
241 C -6.0879 -0.1740 -0.5976  -0.08
242 H -8.9346 -0.2805 -0.7963  0.08
243 H -8.8013 -0.0915 0.9562  0.07
244 H -9.7955 -1.3514 0.3962  0.09
245 H -5.8615 -2.2476 -0.1291  0.08
246 H -6.4850 0.0331 -1.5913  0.08
247 H -5.0256 0.0341 -0.7252  0.07
248 H -6.4356 0.5672 0.1220  0.07
249 C -1.7433 -3.5745 -5.2063  0.00
250 C -2.2424 -2.2098 -4.9347  -0.59
251 O -1.6649 -1.2514 -5.4605  0.01
252 N -3.2442 -2.1074 -4.0831  0.05
253 C -3.8355 -0.8165 -3.8327  -0.07
254 H -1.9071 -3.8457 -6.2492  0.10
255 H -2.2450 -4.3692 -4.6540  0.06
256 H -0.6954 -3.5806 -4.9065  0.07
257 H -3.5001 -2.9303 -3.5564  0.08
258 H -3.3648 -0.2499 -3.0293  0.07
259 H -4.9077 -0.8805 -3.6475  0.08
260 H -3.7310 -0.1568 -4.6940  0.07
261 C -2.6443 4.1292 -0.2431  0.03
262 C -3.0679 2.6776 -0.1532  -0.60
263 O -3.1113 1.9890 -1.1162  0.04
264 N -3.3896 2.1906 1.0498  0.02
265 C -3.4343 2.7776 2.3700  -0.06
266 H -1.5781 4.2799 -0.0739  0.09
267 H -3.3075 4.7419 0.3675  0.07
268 H -2.7807 4.3849 -1.2938  0.07
269 H -3.7788 1.2603 0.9944  0.09
270 H -3.5217 1.9958 3.1245  0.08
271 H -4.3140 3.4203 2.3377  0.09
272 H -2.5215 3.3330 2.5851  0.07
273 C 2.4569 -0.3905 3.1887  0.01
274 C 3.6039 -1.2532 2.7123  -0.57
275 O 4.6070 -1.3754 3.4058  0.01
276 N 3.5507 -1.8272 1.5102  0.04
277 C 4.6209 -2.6686 0.9229  -0.04
278 H 2.4759 -0.2267 4.2662  0.06
279 H 1.5472 -0.9117 2.8904  0.05
280 H 2.4387 0.5536 2.6442  0.09
281 H 2.8005 -1.5907 0.8766  0.08
282 H 4.7323 -2.5938 -0.1588  0.06
283 H 4.3396 -3.7127 1.0602  0.06
284 H 5.6217 -2.5122 1.3253  0.08
285 C -0.0467 -1.3439 -2.2923  0.02
286 C 0.2824 -0.9223 -0.8747  -0.52
287 O 1.3663 -1.0810 -0.3413  0.02
288 N -0.7379 -0.3223 -0.2012  0.05
289 C -0.7529 0.1783 1.1494  -0.06
290 H -0.3916 -2.3718 -2.4040  0.07
291 H 0.8888 -1.3351 -2.8516  0.07
292 H -0.7608 -0.7045 -2.8113  0.08
293 H -1.5592 -0.1216 -0.7538  0.11
294 H -0.7611 1.2680 1.1727  0.07
295 H 0.0482 -0.1881 1.7913  0.05
296 H -1.6297 -0.2264 1.6550  0.07
297 C 0.1517 -6.3865 -4.9397  -0.01
298 C 1.1266 -7.5280 -5.0977  -0.53
299 O 2.2784 -7.3774 -4.7668  0.05
300 N 0.6734 -8.7324 -5.5818  -0.02
301 C 1.3557 -9.9597 -5.7849  -0.09
302 H -0.6765 -6.5947 -4.2624  0.07
303 H -0.2581 -6.2798 -5.9441  0.09
304 H 0.6577 -5.4725 -4.6285  0.07
305 H -0.3123 -8.7974 -5.7924  0.13
306 H 0.9001 -10.4909 -6.6206  0.09
307 H 1.2371 -10.6079 -4.9166  0.08
308 H 2.4336 -9.8055 -5.8351  0.09
309 C 4.2781 1.3306 -7.7656  0.01
310 C 3.6411 0.0975 -7.1228  -0.53
311 O 4.3708 -0.8825 -6.8798  -0.01
312 N 2.3275 0.0532 -6.8891  0.04
313 C 1.6296 -1.1133 -6.3376  -0.05
314 H 5.0205 1.0678 -8.5193  0.08
315 H 4.7890 1.9112 -6.9976  0.06
316 H 3.5524 1.9986 -8.2294  0.06
317 H 1.8338 0.9299 -6.9775  0.08
318 H 2.2802 -1.8223 -5.8256  0.05
319 H 1.1557 -1.7295 -7.1017  0.09
320 H 0.8396 -0.7361 -5.6882  0.06